Here is C42H28AuCl5OP2S as an isolated structure in a non-equilibrium geometry from OMol25. Energies are from the ωB97M-V functional and the def2-TZVPD basis.

Element x y z (Å)
Au 0.874 -1.423 0.225
O -0.742 0.323 -0.782
S -2.894 -1.777 -0.133
C -1.532 -2.720 -0.828
C -1.715 -4.095 -0.742
C -0.934 -4.976 -1.475
C 0.028 -4.493 -2.349
C 0.220 -3.134 -2.465
C -0.511 -2.212 -1.683
P -0.242 -0.485 -2.030
C 1.503 -0.084 -2.179
C 2.585 -0.972 -2.264
C 3.875 -0.475 -2.393
C 4.096 0.892 -2.453
C 3.028 1.783 -2.378
C 1.740 1.303 -2.239
C -1.041 -0.057 -3.539
C -2.442 -0.082 -3.571
C -3.097 0.307 -4.724
C -2.364 0.724 -5.832
C -0.975 0.726 -5.805
C -0.303 0.333 -4.658
C -2.565 -1.094 1.471
C -3.401 -1.598 2.462
C -3.475 -1.002 3.710
C -2.763 0.158 3.964
C -1.934 0.676 2.986
C -1.798 0.038 1.748
P -0.601 0.852 0.691
C -1.417 2.453 0.373
C -2.765 2.401 -0.013
C -3.488 3.565 -0.179
C -2.891 4.799 0.062
C -1.567 4.861 0.456
C -0.819 3.696 0.593
C 0.893 1.311 1.604
C 1.863 2.040 0.903
C 2.984 2.518 1.558
C 3.173 2.217 2.899
C 2.257 1.412 3.570
C 1.124 0.946 2.932
H -2.508 -4.477 -0.114
H -1.102 -6.042 -1.387
H 0.624 -5.176 -2.941
H 0.937 -2.766 -3.186
H 2.446 -2.040 -2.244
H 4.708 -1.163 -2.464
H 5.105 1.268 -2.573
H 3.205 2.850 -2.431
H 0.907 2.000 -2.187
H -3.007 -0.396 -2.699
H -4.178 0.293 -4.761
H -2.883 1.049 -6.725
H -0.415 1.042 -6.675
H 0.779 0.331 -4.637
H -3.996 -2.476 2.246
H -4.108 -1.435 4.474
H -2.865 0.673 4.910
H -1.407 1.604 3.173
H -3.251 1.445 -0.178
H -4.520 3.515 -0.500
H -3.465 5.709 -0.054
H -1.106 5.818 0.665
H 0.212 3.782 0.897
H 1.733 2.244 -0.144
H 3.706 3.124 1.026
H 4.044 2.593 3.422
H 2.429 1.144 4.605
H 0.431 0.315 3.470
Cl -0.574 -3.386 2.660
C 0.961 -2.680 3.031
C 1.664 -1.989 2.053
C 2.946 -1.547 2.365
Cl 3.897 -0.801 1.118
C 3.488 -1.696 3.632
Cl 5.052 -1.091 3.988
C 2.732 -2.318 4.625
Cl 3.355 -2.456 6.209
C 1.477 -2.845 4.318
Cl 0.580 -3.673 5.519

total charge = +2
Kohn-Sham gap = 6.639 eV
relative energy (zero: lowest compared OMol25 entry of this formula, charge and spin) = 68.54 kJ/mol
E_HOMO = -13.22 eV

Here is a 13-piece molecular cluster, C40H116N10O13 overall in a non-equilibrium geometry from OMol25. Energies are from the ωB97M-V functional and the def2-TZVPD basis.

Element x y z (Å)
O -0.571 0.299 -5.451
H -0.290 0.366 -6.363
H -0.307 1.131 -5.057
O 1.008 4.878 -4.856
H 1.758 5.466 -4.946
H 0.739 4.970 -3.943
O -1.964 8.754 -2.273
H -1.618 7.966 -1.853
H -2.703 9.014 -1.723
C 6.787 0.830 8.102
C 6.380 -0.623 8.083
C 6.354 -1.270 9.413
O 7.618 -1.233 10.124
C 8.682 -1.926 9.536
N 5.046 -0.520 7.573
H 6.039 1.486 8.547
H 6.879 1.207 7.083
H 7.700 0.832 8.697
H 6.957 -1.199 7.359
H 6.118 -2.325 9.270
H 5.554 -0.903 10.057
H 8.421 -2.546 8.679
H 9.085 -2.558 10.327
H 9.449 -1.217 9.222
H 4.922 -0.043 6.692
H 4.480 -0.069 8.277
C -4.887 2.913 6.452
C -4.086 1.715 6.122
C -4.516 0.914 4.861
O -5.729 0.210 5.086
C -6.206 -0.476 3.959
N -2.775 2.212 5.920
H -4.433 3.297 7.365
H -5.940 2.659 6.581
H -4.871 3.648 5.647
H -4.163 1.004 6.945
H -3.785 0.206 4.471
H -4.686 1.705 4.131
H -5.481 -1.203 3.595
H -6.409 0.238 3.161
H -7.156 -0.980 4.138
H -2.303 2.500 6.766
H -2.210 1.451 5.571
C -5.725 -0.863 -6.761
C -6.308 -1.967 -5.866
C -6.963 -3.139 -6.706
O -7.840 -3.911 -5.995
C -9.074 -3.247 -5.685
N -5.287 -2.515 -4.986
H -4.897 -1.267 -7.344
H -5.251 -0.070 -6.183
H -6.420 -0.251 -7.336
H -7.029 -1.496 -5.197
H -6.157 -3.728 -7.144
H -7.413 -2.802 -7.640
H -9.891 -3.897 -5.371
H -9.432 -2.578 -6.468
H -8.969 -2.631 -4.791
H -5.080 -3.487 -5.165
H -4.453 -1.961 -5.116
C -0.752 9.306 3.343
C -1.817 8.302 3.879
C -3.245 8.645 3.412
O -3.639 9.740 4.333
C -4.893 10.292 4.006
N -1.587 7.042 3.192
H -0.965 10.304 3.725
H -0.817 9.302 2.255
H 0.176 8.874 3.719
H -1.669 8.319 4.959
H -3.916 7.807 3.595
H -3.373 8.988 2.385
H -5.642 9.532 3.785
H -4.840 10.744 3.016
H -5.239 10.997 4.763
H -2.057 6.243 3.595
H -0.644 6.783 3.443
C -4.997 -7.967 2.426
C -4.314 -7.957 1.089
C -4.800 -9.023 0.080
O -6.127 -8.715 -0.219
C -6.543 -9.363 -1.363
N -4.361 -6.663 0.407
H -4.395 -7.429 3.159
H -5.201 -8.956 2.836
H -5.988 -7.520 2.356
H -3.245 -8.150 1.166
H -4.711 -10.056 0.417
H -4.107 -9.015 -0.762
H -6.361 -10.437 -1.316
H -5.879 -9.075 -2.178
H -7.529 -9.140 -1.769
H -4.002 -5.911 0.976
H -5.325 -6.384 0.292
C 0.379 -0.324 1.360
C 0.238 0.895 0.375
C -1.232 1.361 0.003
O -1.248 2.466 -0.916
C -2.577 2.972 -1.243
N 1.109 1.940 0.939
H 1.355 -0.785 1.512
H -0.257 -1.082 0.903
H -0.061 -0.110 2.334
H 0.772 0.640 -0.541
H -1.737 1.649 0.925
H -1.860 0.570 -0.409
H -3.114 3.409 -0.401
H -3.251 2.262 -1.723
H -2.474 3.862 -1.864
H 2.020 1.985 0.505
H 0.740 2.876 0.853
C 3.113 -5.420 -2.790
C 2.972 -4.385 -3.923
C 3.542 -4.940 -5.270
O 4.970 -5.256 -5.184
C 5.614 -6.128 -6.116
N 1.543 -4.103 -3.867
H 2.548 -5.280 -1.868
H 4.159 -5.642 -2.579
H 2.594 -6.285 -3.203
H 3.636 -3.541 -3.734
H 3.441 -4.222 -6.084
H 2.966 -5.834 -5.509
H 6.541 -6.402 -5.612
H 5.906 -5.747 -7.095
H 4.972 -6.969 -6.378
H 1.490 -3.748 -2.923
H 1.311 -3.263 -4.378
C -4.796 8.751 -8.765
C -3.473 8.562 -8.038
C -2.446 8.012 -9.023
O -2.969 7.047 -9.943
C -3.173 5.722 -9.331
N -3.076 9.769 -7.422
H -5.180 7.738 -8.885
H -4.707 9.127 -9.784
H -5.588 9.351 -8.318
H -3.582 7.754 -7.315
H -1.621 7.520 -8.507
H -2.030 8.787 -9.666
H -3.986 5.602 -8.614
H -2.285 5.206 -8.967
H -3.603 5.123 -10.134
H -2.601 9.434 -6.597
H -3.890 10.072 -6.907
C 7.358 1.450 -2.825
C 8.507 1.121 -3.733
C 9.477 2.311 -4.102
O 10.340 1.888 -5.200
C 11.482 2.736 -5.396
N 9.216 0.011 -3.116
H 6.694 0.588 -2.774
H 6.891 2.269 -3.372
H 7.700 1.719 -1.826
H 8.203 0.766 -4.718
H 10.056 2.555 -3.211
H 8.994 3.211 -4.482
H 12.031 2.846 -4.461
H 11.273 3.760 -5.707
H 12.045 2.071 -6.049
H 10.059 0.026 -3.672
H 9.497 0.224 -2.170
C 2.095 -7.807 6.661
C 3.033 -6.550 6.868
C 4.456 -7.018 7.009
O 4.525 -7.962 8.125
C 5.819 -8.430 8.228
N 2.835 -5.512 5.781
H 2.079 -8.386 7.585
H 2.365 -8.413 5.797
H 1.049 -7.533 6.529
H 2.793 -6.029 7.795
H 5.164 -6.190 7.040
H 4.817 -7.489 6.095
H 5.986 -8.991 9.147
H 6.599 -7.673 8.311
H 5.939 -9.154 7.423
H 2.009 -4.971 5.995
H 3.606 -4.881 5.946

total charge = 0
Kohn-Sham gap = 8.810 eV
relative energy (zero: lowest compared OMol25 entry of this formula, charge and spin) = 676.67 kJ/mol
E_HOMO = -8.85 eV

Here is C3H5NO2 as an isolated structure from OMol25. Energies are from the ωB97M-V functional and the def2-TZVPD basis.

Element x y z (Å)
C -1.386 0.429 -0.314
C -0.197 0.473 0.608
O -0.147 0.756 1.759
N 0.775 -1.067 0.063
C 1.644 -0.229 -0.378
O 2.721 0.017 -0.811
H -1.100 0.172 -1.333
H -1.868 1.411 -0.285
H -2.079 -0.321 0.077
H 1.049 -2.034 0.213
H 0.839 0.897 -0.169

total charge = 0
Kohn-Sham gap = 10.399 eV
relative energy (zero: lowest compared OMol25 entry of this formula, charge and spin) = 312.48 kJ/mol
E_HOMO = -10.04 eV

Kohn-Sham gap of number 2 (C40H116N10O13)? 8.810 eV